18
Properties=species:S:1:pos:R:3:forces:R:3 method="wB97M-V/def2-TZVPD" total_charge=+1 spin_multiplicity=1 gap_ev="7.43 / 7.43"
N 1.680 -1.274 0.035 -0.11 0.53 -1.02
N 2.407 0.815 -0.367 -2.25 -0.68 0.27
C 0.212 0.499 0.666 -0.65 -1.02 -4.01
C -1.188 0.817 -0.029 1.60 -3.10 -0.60
C -0.800 -1.597 -0.260 -0.14 -0.38 4.13
C 2.719 -0.477 0.102 0.01 -1.78 1.23
C -1.906 -0.559 0.043 -0.82 1.50 2.83
C 0.441 -0.901 0.084 1.30 1.29 2.23
C 1.248 1.317 0.037 2.58 2.14 -2.51
H -1.592 1.550 0.556 -1.70 2.16 0.72
H -1.183 0.921 -1.128 0.86 1.20 0.57
H 1.094 2.393 -0.281 0.07 -1.19 0.99
H 3.183 1.176 -0.889 -0.07 1.42 -0.21
H -0.697 -1.829 -1.246 -0.31 -1.40 -2.86
H 0.295 0.612 1.698 -0.54 0.08 2.06
H -0.702 -2.517 0.463 -0.86 1.25 -1.69
H -2.784 -0.433 -0.552 -0.23 -0.85 -1.14
H -2.427 -0.515 1.068 1.28 -1.18 -0.99